[1]
A molecular structure, C35H61B2F6I2N9OSSc. Source: the Open Molecules 2025 dataset; level of theory: wB97M-V/def2-TZVPD.

Values from the calculation:
net charge: -1

Last column: Löwdin charge in e.
Atoms and positions in Å:
Sc  -0.312  0.422  -0.163  1.03
C  -3.881  2.526  -4.191  -0.02
C  -3.653  1.312  -3.347  -0.28
C  -4.087  0.034  -3.577  0.01
C  -3.615  -0.727  -2.485  -0.25
N  -2.920  0.040  -1.651  0.14
N  -2.968  1.297  -2.180  0.02
B  -2.472  2.577  -1.473  -0.52
N  -1.050  2.976  -1.916  0.05
N  0.065  2.178  -1.804  0.08
C  1.045  2.819  -2.452  -0.23
C  0.561  4.031  -2.963  0.02
C  -0.758  4.101  -2.592  -0.26
C  -1.718  5.224  -2.843  -0.02
C  2.458  2.332  -2.710  -0.52
C  2.782  1.034  -1.989  -0.09
C  2.596  2.109  -4.226  -0.04
C  3.455  3.410  -2.266  -0.03
N  -2.606  2.492  0.057  0.05
N  -1.746  1.843  0.905  0.07
C  -2.128  2.139  2.152  -0.21
C  -3.252  2.975  2.098  0.02
C  -3.519  3.175  0.765  -0.25
C  -4.625  3.982  0.163  -0.02
C  -1.524  1.679  3.470  -0.49
C  -2.613  0.886  4.216  -0.04
C  -1.163  2.934  4.282  -0.04
C  -0.268  0.797  3.355  -0.03
C  -3.931  -2.198  -2.313  -0.54
C  -3.392  -2.779  -1.011  -0.06
C  -5.460  -2.364  -2.325  -0.05
C  -3.338  -2.983  -3.494  -0.04
H  -4.572  2.271  -4.992  0.08
H  -4.310  3.347  -3.613  0.07
H  -2.949  2.882  -4.640  0.09
H  -4.659  -0.307  -4.429  0.11
H  -3.193  3.459  -1.833  0.10
H  1.110  4.776  -3.522  0.11
H  -1.182  6.033  -3.339  0.08
H  -2.551  4.922  -3.478  0.06
H  -2.131  5.607  -1.908  0.08
H  2.089  0.237  -2.252  0.04
H  3.788  0.699  -2.260  0.10
H  2.773  1.184  -0.912  0.01
H  1.878  1.360  -4.575  0.08
H  2.418  3.033  -4.783  0.08
H  3.605  1.754  -4.458  0.08
H  3.344  3.629  -1.203  0.07
H  4.477  3.057  -2.442  0.09
H  3.310  4.340  -2.825  0.08
H  -3.805  3.386  2.929  0.11
H  -5.271  4.342  0.964  0.08
H  -4.243  4.844  -0.386  0.07
H  -5.224  3.387  -0.529  0.09
H  -3.538  1.461  4.315  0.07
H  -2.838  -0.040  3.679  0.08
H  -2.255  0.631  5.219  0.08
H  -2.044  3.550  4.489  0.07
H  -0.720  2.634  5.237  0.09
H  -0.431  3.536  3.742  0.08
H  -0.312  -0.012  4.086  0.09
H  -0.169  0.335  2.389  0.01
H  0.636  1.374  3.527  0.08
H  -3.683  -2.173  -0.151  0.08
H  -3.781  -3.794  -0.879  0.09
H  -2.304  -2.848  -1.047  0.02
H  -5.908  -1.828  -1.483  0.09
H  -5.901  -1.984  -3.249  0.07
H  -5.714  -3.426  -2.234  0.08
H  -2.261  -2.817  -3.571  0.05
H  -3.502  -4.057  -3.351  0.09
H  -3.796  -2.685  -4.443  0.08
I  0.598  -2.795  -1.947  0.63
I  1.590  -5.514  -1.710  -0.14
O  -0.688  -0.069  -4.333  0.16
C  -0.434  -0.333  -3.228  -0.55
N  -0.141  -0.625  -2.075  -0.35
F  1.070  1.615  0.827  -0.11
B  1.877  2.874  1.192  -1.16
F  1.374  3.882  0.380  0.15
F  3.194  2.542  0.915  0.14
F  1.651  3.107  2.542  0.14
F  -2.478  -0.901  1.192  -0.11
C  -1.181  -1.414  0.987  -0.35
F  -0.814  -1.775  2.319  -0.13
H  -1.359  -2.370  0.522  0.02
C  0.867  -3.978  5.241  -0.11
C  2.289  -3.862  4.687  -0.26
C  2.553  -4.797  3.509  -0.20
C  1.664  -4.510  2.293  -0.19
N  1.721  -3.121  1.864  0.03
C  2.627  -2.572  1.055  -0.83
S  2.516  -0.945  0.560  0.70
N  3.645  -3.364  0.690  0.01
C  4.653  -3.044  -0.316  -0.21
C  6.065  -3.003  0.259  -0.20
C  6.339  -1.797  1.172  -0.25
C  5.906  -1.995  2.630  -0.11
H  0.773  -3.434  6.184  0.07
H  0.604  -5.025  5.428  0.07
H  0.128  -3.560  4.551  0.06
H  3.010  -4.088  5.477  0.10
H  2.477  -2.831  4.373  0.10
H  2.388  -5.837  3.816  0.11
H  3.606  -4.707  3.216  0.10
H  0.621  -4.716  2.531  0.12
H  1.930  -5.164  1.459  0.06
H  0.999  -2.497  2.186  0.09
H  3.585  -4.333  0.957  0.10
H  4.395  -2.075  -0.732  0.07
H  4.583  -3.788  -1.111  0.10
H  6.752  -2.981  -0.593  0.11
H  6.263  -3.932  0.808  0.11
H  5.829  -0.919  0.766  0.10
H  7.412  -1.587  1.158  0.10
H  4.835  -2.193  2.706  0.05
H  6.119  -1.103  3.225  0.07
H  6.444  -2.838  3.080  0.07

[2]
9 unconnected molecules or ions with the total composition C35H61Cl16FN2O6S. Source: the Open Molecules 2025 dataset; level of theory: wB97M-V/def2-TZVPD.

Values from the calculation:
SMILES: CCOC(=O)CCC[C@@]1(COC)[C@H](c2cccnc2)[C@@H](F)OS(=O)(=O)[C@@H]1CNC.ClCCCl.ClCCCl.ClCCCl.ClCCCl.ClCCCl.ClCCCl.ClCCCl.ClCCCl

Last column: Löwdin charge in e.
Atoms and positions in Å:
C  1.700  1.976  -0.146  -0.05
C  0.718  3.176  -0.145  -0.22
O  0.581  3.592  -1.508  -0.04
C  -0.191  4.718  -1.663  -0.48
O  0.172  5.755  -1.197  0.14
C  -1.502  4.573  -2.403  -0.06
C  -2.286  3.331  -1.856  -0.14
C  -2.627  2.402  -3.031  -0.11
C  -3.105  0.961  -2.650  -0.29
C  -3.170  0.234  -4.006  -0.18
O  -1.870  0.150  -4.576  -0.18
C  -1.878  0.434  -5.965  -0.08
C  -2.124  0.284  -1.645  -0.12
C  -1.679  -1.140  -2.029  -0.16
C  -0.315  -1.306  -2.269  0.00
C  0.088  -2.584  -2.651  -0.05
C  -0.901  -3.550  -2.765  -0.18
N  -2.200  -3.402  -2.524  0.02
C  -2.601  -2.178  -2.160  -0.18
C  -2.589  0.247  -0.193  -0.32
F  -2.801  1.493  0.360  0.05
O  -3.742  -0.536  0.055  -0.12
S  -5.032  0.011  -0.752  0.69
O  -5.829  -1.061  -1.281  -0.27
O  -5.809  0.780  0.185  -0.27
C  -4.544  1.182  -2.051  -0.22
C  -5.695  1.119  -3.104  -0.23
N  -6.999  1.486  -2.619  -0.10
C  -7.136  2.888  -2.246  -0.12
H  1.309  1.124  0.413  0.07
H  2.658  2.289  0.272  0.04
H  1.866  1.653  -1.175  0.07
H  -0.214  2.799  0.297  0.11
H  1.067  3.978  0.506  0.10
H  -2.064  5.495  -2.279  0.12
H  -1.248  4.459  -3.462  0.12
H  -3.215  3.733  -1.452  0.12
H  -1.646  2.879  -1.111  0.07
H  -1.762  2.365  -3.696  0.12
H  -3.452  2.833  -3.612  0.13
H  -3.666  -0.742  -3.954  0.11
H  -3.754  0.824  -4.722  0.11
H  -0.936  0.099  -6.399  0.09
H  -1.944  1.523  -6.097  0.09
H  -2.695  -0.091  -6.470  0.10
H  -1.225  0.907  -1.624  0.14
H  0.377  -0.476  -2.182  0.12
H  1.128  -2.782  -2.877  0.10
H  -0.576  -4.547  -3.093  -0.01
H  -3.643  -1.997  -1.965  0.02
H  -1.783  -0.211  0.386  0.17
H  -4.627  2.157  -1.571  0.11
H  -5.748  0.101  -3.498  0.12
H  -5.399  1.764  -3.935  0.12
H  -7.337  0.859  -1.904  0.09
H  -6.986  3.062  -1.170  0.08
H  -8.163  3.205  -2.454  0.08
H  -6.460  3.545  -2.798  0.08
Cl  -6.041  -6.422  -4.204  0.53
C  -6.722  -5.211  -3.083  -0.66
C  -6.460  -3.799  -3.539  -0.62
Cl  -4.732  -3.376  -3.426  0.71
H  -6.303  -5.394  -2.097  0.07
H  -7.796  -5.389  -3.040  0.07
H  -7.000  -3.100  -2.901  0.07
H  -6.783  -3.647  -4.567  0.07
Cl  3.265  -8.457  -3.595  0.57
C  2.341  -7.920  -2.168  -0.64
C  0.972  -7.413  -2.539  -0.62
Cl  1.045  -5.879  -3.446  0.64
H  2.926  -7.160  -1.656  0.07
H  2.247  -8.782  -1.509  0.08
H  0.395  -7.219  -1.635  0.08
H  0.430  -8.134  -3.145  0.04
Cl  3.064  3.934  2.874  0.52
C  3.580  2.351  3.522  -0.66
C  5.066  2.131  3.418  -0.69
Cl  5.607  1.941  1.728  0.52
H  3.028  1.580  2.988  0.06
H  3.276  2.328  4.567  0.01
H  5.339  1.215  3.940  0.04
H  5.625  2.950  3.854  -0.01
Cl  0.762  -12.266  -7.910  0.53
C  1.862  -10.991  -7.324  -0.66
C  1.955  -10.964  -5.820  -0.67
Cl  0.437  -10.421  -5.063  0.55
H  1.512  -10.040  -7.718  0.07
H  2.843  -11.200  -7.747  0.07
H  2.729  -10.264  -5.513  0.01
H  2.199  -11.944  -5.418  0.07
Cl  7.885  0.010  3.067  0.55
C  9.106  1.147  3.684  -0.65
C  9.219  1.101  5.187  -0.66
Cl  7.765  1.751  5.990  0.55
H  8.843  2.143  3.335  0.07
H  10.058  0.866  3.235  0.07
H  10.060  1.712  5.511  0.07
H  9.374  0.086  5.543  0.07
Cl  0.276  1.134  5.154  0.54
C  -0.257  2.341  6.360  -0.68
C  0.077  3.746  5.936  -0.64
Cl  1.834  4.041  5.956  0.56
H  0.208  2.097  7.315  -0.04
H  -1.337  2.232  6.461  0.08
H  -0.374  4.459  6.625  0.07
H  -0.289  3.959  4.934  0.07
Cl  5.353  5.319  4.763  0.57
C  4.709  6.975  4.832  -0.65
C  5.755  8.008  4.503  -0.66
Cl  7.011  8.124  5.763  0.53
H  4.292  7.131  5.824  0.07
H  3.897  7.029  4.106  0.07
H  5.290  8.990  4.428  0.07
H  6.247  7.788  3.558  0.07
Cl  0.933  2.713  9.392  0.60
C  1.486  1.128  9.995  -0.63
C  2.979  0.968  9.861  -0.66
Cl  3.483  0.849  8.156  0.54
H  0.952  0.354  9.448  0.07
H  1.199  1.068  11.043  0.07
H  3.294  0.050  10.353  0.07
H  3.511  1.802  10.313  0.07

We obtain Kohn-Sham gap values of 7.53 9.32 eV for the records listed above, in that order.
We obtain energy relative to the best compared isomer or geometry (same formula, charge and spin) values of 33.35 15.34 kcal/mol for the records listed above, in that order.
We obtain highest occupied orbital energy values of -5.8 -8.8 eV for the records listed above, in that order.